A 3-piece molecular cluster, C3H7O2 overall in a non-equilibrium geometry. Source: OMol25; level of theory: wB97M-V/def2-TZVPD.

```
12
Properties=species:S:1:pos:R:3:lowdin_charge:R:1
C 1.5199 -0.1198 -1.0686 -0.093
O 1.7421 0.3934 -2.2200 -0.127
H 0.4223 -0.3284 -0.8357 0.060
H 2.2254 -0.3785 -0.1687 0.090
H -3.0397 4.3774 -2.3094 -0.003
C -0.7115 -1.5237 1.1225 -0.173
C 0.4104 -1.1539 1.8574 -0.592
O 0.5385 -0.4265 2.8857 -0.207
H -0.6440 -2.4365 0.5582 -0.031
H -1.5245 -0.8963 0.7337 -0.003
H 1.4597 -1.6185 1.5702 0.075
H -2.3985 4.1113 -2.1254 0.003
```

E_LUMO in eV: 3.866
Energy above the lowest of the compared OMol25 structures with the same formula, charge and spin in kJ/mol: 413.38
Largest force on an atom in eV Å⁻¹: 5.08
Kohn-Sham gap in eV: 6.24
Total charge: -1